{
  "formula": "C18H40CdOP2Si",
  "method": "ωB97M-V/def2-TZVPD",
  "symbols": ["P", "P", "C", "C", "H", "H", "H", "H", "C", "H", "H", "H", "C", "H", "H", "H", "C", "H", "H", "H", "C", "H", "H", "H", "Cd", "C", "C", "C", "C", "C", "C", "C", "C", "C", "H", "H", "H", "H", "H", "H", "H", "H", "H", "H", "H", "H", "H", "H", "H", "C", "Si", "C", "C", "O", "H", "H", "H", "H", "H", "H", "H", "H", "H"],
  "xyz": [[2.57791, -0.51703, -1.03001], [0.61872, -1.81784, 1.54726], [3.18163, -1.67682, 0.26664], [2.14110, -2.62261, 0.88848], [3.69622, -1.09925, 1.05040], [3.95002, -2.28466, -0.21909], [1.85287, -3.40781, 0.17074], [2.59127, -3.13607, 1.74373], [1.07437, -1.15960, 3.18467], [0.15308, -0.78966, 3.65882], [1.76235, -0.30976, 3.07041], [1.53977, -1.91529, 3.83754], [-0.62805, -3.10638, 1.77368], [-0.28798, -3.91892, 2.43435], [-0.89879, -3.52159, 0.79348], [-1.52037, -2.62979, 2.20508], [3.84871, 0.76574, -1.26257], [3.44287, 1.50180, -1.96960], [4.79315, 0.35821, -1.65012], [4.01854, 1.26959, -0.30181], [2.49015, -1.50182, -2.57853], [1.79827, -2.34406, -2.43988], [3.47585, -1.87363, -2.89545], [2.07833, -0.83880, -3.35217], [0.13136, 0.03260, -0.08443], [4.12700, -4.86163, 1.80442], [4.44318, -3.92011, 2.71313], [5.84054, -3.49879, 3.03085], [6.78495, -3.31546, 1.80435], [6.15490, -2.76226, 0.56401], [5.65163, -3.52606, -0.42158], [5.52002, -5.01554, -0.37259], [5.14113, -5.62476, 1.01105], [0.27810, 1.38497, -1.83708], [3.09020, -5.20834, 1.67991], [3.68754, -3.48687, 3.38191], [6.33268, -4.22285, 3.71448], [5.79257, -2.55195, 3.58898], [7.59698, -2.63061, 2.11953], [7.27785, -4.27808, 1.59224], [6.22032, -1.67152, 0.45574], [5.39434, -3.09346, -1.39662], [6.45861, -5.50948, -0.70444], [4.75548, -5.31233, -1.11283], [4.73912, -6.63834, 0.81861], [6.06333, -5.78062, 1.59300], [-0.62071, 1.12859, -2.41127], [1.13482, 1.44700, -2.52006], [0.12670, 2.37563, -1.38727], [-3.83815, 1.38757, -1.75029], [-3.01157, 1.84922, -0.09399], [-2.43388, 3.65955, -0.31789], [-4.46627, 1.96601, 1.10096], [-1.89383, 0.82391, 0.41775], [-4.74123, 1.99710, -1.90435], [-4.15188, 0.33563, -1.74728], [-3.19397, 1.52347, -2.62754], [-3.29435, 4.31632, -0.51076], [-1.94855, 4.03157, 0.59248], [-1.72297, 3.80944, -1.13711], [-4.90549, 0.97293, 1.24796], [-4.11542, 2.30712, 2.08009], [-5.25728, 2.64497, 0.75987]],
  "mulliken_charge": [0.885, 0.634, 0.841, -0.080, 0.469, -1.523, 0.419, -0.935, -1.220, 0.419, 0.381, 0.378, -1.182, 0.393, 0.375, 0.408, -1.190, 0.382, 0.351, 0.343, -1.187, 0.360, 0.369, 0.395, 0.140, -0.182, -0.196, -0.896, -0.811, -0.187, -0.477, -0.827, -0.970, -1.409, 0.500, 0.422, 0.279, 0.394, 0.445, 0.329, 0.396, 0.611, 0.300, 0.363, 0.429, 0.380, 0.314, 0.427, 0.224, -1.092, 0.234, -1.113, -1.097, -0.190, 0.330, 0.278, 0.332, 0.355, 0.278, 0.339, 0.263, 0.263, 0.337],
  "e_tot_ev": -52380.5188,
  "lumo_energy_ev": 0.20,
  "total_charge": 0,
  "homo_energy_ev": -6.204,
  "mol_weight_g_mol": 474.963,
  "homo_lumo_gap_ev": 6.40
}